No. 1
Formula: H10O5
Source: OMol25
Level of theory: ωB97M-V/def2-TZVPD

Each line ends with the natural charge from an NBO analysis.
Element x y z (Å)
H1 0.04 -0.49 0.57  0.43
O1 -1.74 2.61 -0.26  -0.93
H2 -4.06 -2.95 -0.01  0.48
O2 4.04 -0.93 -0.28  -0.93
O3 1.60 0.56 -0.19  -0.87
H3 0.84 0.72 -0.80  0.45
O4 -3.70 -2.07 -0.41  -0.95
H4 1.48 -0.35 -0.16  0.43
H5 4.61 -1.21 -0.93  0.46
H6 -1.58 2.80 -1.15  0.46
H7 -2.56 2.13 -0.33  0.47
H8 -0.19 0.88 1.22  0.49
H9 3.12 -1.17 -0.50  0.46
O5 0.06 -0.05 1.38  -0.92
H10 -3.78 -1.37 0.20  0.47

As for the HOMO-LUMO gap: 10.3 eV. For the HOMO energy, the calculation gives -0.37227 Ha. Its SMILES is O.O.O.O.O. For the max |F|, the calculation gives 4.2 eV/A.

***

No. 2
Formula: H10O5
Source: OMol25
Level of theory: ωB97M-V/def2-TZVPD

Each line ends with the natural charge from an NBO analysis.
Element x y z (Å)
O1 -0.13 -0.13 0.03  -0.95
O2 -1.11 -1.69 -3.58  -0.94
O3 -2.86 3.46 -0.19  -0.94
H1 4.50 -1.78 -0.71  0.47
H2 -0.68 -1.16 -2.91  0.47
O4 -0.03 -0.78 4.05  -0.94
H3 -2.76 3.59 -1.13  0.47
H4 0.07 -0.41 0.93  0.48
H5 0.17 -0.24 4.81  0.47
O5 4.17 -1.17 -1.37  -0.94
H6 -0.77 -2.58 -3.45  0.47
H7 -0.93 -1.07 4.20  0.47
H8 3.31 -0.92 -1.04  0.47
H9 -0.57 0.71 0.13  0.48
H10 -2.38 4.18 0.21  0.47

As for the HOMO-LUMO gap: 11.7 eV. For the HOMO energy, the calculation gives -0.41239 Ha. Its SMILES is O.O.O.O.O. For the max |F|, the calculation gives 0.4 eV/A.